The following is a quantum chemistry calculation of an isolated ion of composition C2H10N6O and charge +2 at a distorted geometry, from the Open Molecules 2025 dataset.

total charge = +2
highest occupied orbital energy = -17.92 eV
HOMO-LUMO gap = 9.4 eV
energy above the lowest of the compared OMol25 structures with the same formula, charge and spin = 111.9 kJ/mol
SMILES = NC(N)=[N+](N)/C(N)=[NH+]\O
F_max = 7.5 eV/A

Atoms and positions in Å:
1 N 1.28 0.89 -1.70
2 C -0.95 -0.53 1.07
3 H 1.84 0.17 -3.33
4 N 0.14 -0.36 0.16
5 H 0.31 -1.43 -1.57
6 H 1.44 1.80 -2.07
7 O 1.14 -0.10 -2.65
8 H 0.60 2.10 1.34
9 N 0.60 2.00 0.29
10 H -2.21 -0.05 2.37
11 N -1.56 0.41 1.83
12 N 0.24 -1.60 -0.59
13 H -0.72 -2.54 0.84
14 H 0.92 2.87 -0.20
15 C 0.55 0.87 -0.31
16 H -1.79 1.37 1.59
17 H -1.79 -2.15 2.01
18 H 1.16 -1.93 -0.37
19 N -1.21 -1.80 1.30